Below is 11 unconnected molecules or ions with the total composition C28H68Cl10O18S6 at a distorted geometry, with properties calculated with ωB97M-V/def2-TZVPD.

Element x y z (Å)
C 1.7421 -1.6066 -0.8675
C 0.8590 -0.5965 -0.1594
O -0.4584 -0.8243 -0.6469
S -1.7382 -0.6394 0.3243
C -1.7060 1.1811 0.5419
O -2.9113 -0.9824 -0.4422
O -1.4959 -1.2681 1.5908
H 2.8096 -1.4501 -0.7091
H 1.5267 -1.6039 -1.9410
H 1.5510 -2.6600 -0.6545
H 0.8944 -0.7899 0.9209
H 1.2023 0.4359 -0.2389
H -1.7776 1.6428 -0.4395
H -0.7829 1.5386 0.9956
H -2.5378 1.4291 1.1945
C -1.4052 -7.1077 -2.8225
C -0.4357 -6.2041 -3.6005
O -0.3279 -4.8763 -3.0455
S -1.5907 -3.8527 -3.1178
C -2.2246 -4.0107 -1.4136
O -0.9811 -2.5595 -3.2491
O -2.5663 -4.2687 -4.1001
H -1.5672 -8.0389 -3.3625
H -2.3595 -6.5989 -2.7178
H -0.9277 -7.3092 -1.8650
H 0.5599 -6.6280 -3.4838
H -0.7591 -6.0561 -4.6310
H -2.5073 -5.0452 -1.2404
H -3.1444 -3.4344 -1.3557
H -1.3279 -3.6814 -0.9062
C -1.9717 5.1137 -0.7417
C -2.6877 6.0189 0.2433
O -1.8853 7.2169 0.4232
S -2.4901 8.3091 1.4616
C -1.5559 7.9555 2.9311
O -2.1151 9.6111 0.9647
O -3.8798 8.0758 1.6854
H -2.6123 4.2836 -1.0434
H -1.0725 4.7323 -0.2663
H -1.7576 5.6625 -1.6597
H -3.6593 6.3441 -0.1240
H -2.7596 5.5405 1.2224
H -1.9565 8.5459 3.7516
H -0.5020 8.1616 2.7888
H -1.7673 6.9004 3.1067
C 7.6171 -4.7824 -4.8631
C 6.2502 -4.1496 -4.8061
O 5.6913 -4.4368 -3.5180
S 4.3789 -3.6496 -3.0382
C 3.1651 -4.9275 -3.3816
O 4.4635 -3.5237 -1.6063
O 4.0940 -2.5355 -3.8916
H 8.1111 -4.5700 -5.8127
H 7.4969 -5.8676 -4.8196
H 8.3075 -4.4924 -4.0726
H 6.2789 -3.0655 -4.9236
H 5.6728 -4.5680 -5.6365
H 2.3078 -4.6728 -2.7580
H 3.5899 -5.9088 -3.2110
H 2.8577 -4.7678 -4.4144
C -2.9716 -0.0946 5.3393
C -1.8597 0.8260 4.9093
O -2.3226 2.1894 4.9195
S -1.4449 3.2911 4.1233
C -0.0299 3.3871 5.2423
O -0.9862 2.7336 2.8903
O -2.1782 4.5286 4.1410
H -3.7671 -0.2088 4.6011
H -3.4736 0.3084 6.2216
H -2.5841 -1.0849 5.5709
H -1.0456 0.6962 5.6292
H -1.5021 0.6384 3.8953
H 0.6388 2.5706 4.9714
H -0.3434 3.4089 6.2796
H 0.5392 4.2772 4.9793
C 2.2390 1.6284 2.1404
C 1.8970 3.0124 1.6025
O 2.5314 3.9396 2.5037
S 2.0205 5.4822 2.4860
C 2.7157 5.9630 4.0838
O 2.6766 6.2152 1.4395
O 0.5862 5.5093 2.5826
H 2.8099 1.6315 3.0682
H 2.7135 0.9842 1.4039
H 1.3173 1.1346 2.4714
H 2.3932 3.2056 0.6454
H 0.8360 3.1727 1.4074
H 2.9813 5.0511 4.6107
H 1.9979 6.5629 4.6354
H 3.5959 6.5664 3.8756
Cl -1.4887 -6.8105 2.0757
C -0.0582 -7.5231 1.2573
C 1.0259 -6.5111 1.0217
Cl 0.5755 -5.1167 0.0499
H -0.4768 -7.8869 0.3202
H 0.2472 -8.3555 1.8833
H 1.8753 -6.9857 0.5287
H 1.4025 -6.2064 1.9997
Cl -3.3813 0.8493 -4.6250
C -3.6832 -0.6242 -3.6729
C -5.1776 -0.7529 -3.4492
Cl -5.5062 -2.1240 -2.3377
H -3.1860 -0.4465 -2.7216
H -3.2782 -1.5646 -4.0385
H -5.6937 -0.9843 -4.3798
H -5.6334 0.1596 -3.0724
Cl 0.5839 2.8667 -1.5758
C 0.5006 3.0128 -3.3724
C 1.2624 4.1955 -3.9325
Cl 0.6039 4.5416 -5.5724
H -0.5665 3.1806 -3.5236
H 0.6581 2.0331 -3.8138
H 2.2945 3.9161 -4.1229
H 1.1537 5.1166 -3.3741
Cl -5.7401 -0.6211 1.9315
C -6.5407 0.3914 0.6984
C -6.6527 1.8001 1.2608
Cl -5.0344 2.5385 1.4772
H -7.5010 -0.1113 0.6040
H -5.9941 0.3154 -0.2376
H -7.1265 1.7829 2.2395
H -7.2964 2.4480 0.6659
Cl 6.8417 -3.2960 2.6420
C 5.4100 -2.6108 1.8054
C 5.4355 -1.0992 1.8341
Cl 6.8070 -0.4290 0.8971
H 4.5666 -2.9657 2.3901
H 5.4640 -2.9247 0.7659
H 5.5428 -0.7790 2.8700
H 4.5619 -0.6339 1.3856

Forces on atoms 1 to 2 (eV/Å):
C 0.1174 -0.2328 -0.9575
C 0.8112 -1.1359 1.2848

Calculated values
* ΔE to the lowest compared entry with this formula, charge and spin: 0.0 kJ/mol
* frontier orbital gap: 10.58 eV
* SMILES: CCOS(C)(=O)=O.CCOS(C)(=O)=O.CCOS(C)(=O)=O.CCOS(C)(=O)=O.CCOS(C)(=O)=O.CCOS(C)(=O)=O.ClCCCl.ClCCCl.ClCCCl.ClCCCl.ClCCCl

Below is a molecular structure, C21H33EuIN2 at a distorted geometry, with properties calculated with ωB97M-V/def2-TZVPD.

Element x y z (Å)
C 0.6642 -2.8615 -4.5702
C 1.3377 2.0894 -4.3173
H 1.3133 -3.2336 -3.7691
H 1.2082 -2.2650 -5.3353
H 0.2474 -3.7148 -5.1306
H 1.8267 2.6417 -3.5009
H 2.1269 1.8619 -5.0782
H 0.6020 2.7240 -4.8357
Eu 0.8103 -0.0860 -4.1048
C -1.7146 2.0179 -4.1659
H -1.2861 2.9558 -4.5384
H -1.9388 1.9678 -3.0928
H -2.3447 1.4255 -4.8369
I -1.3308 -2.2529 -3.7882
C -5.2443 -0.0665 1.9490
C -3.7361 -0.1210 2.1903
C -3.3206 1.0911 3.0339
C -3.3908 -1.4047 2.9543
C -2.9584 -0.0985 0.8536
C -3.5802 -0.0551 -0.3931
C -2.7860 0.0804 -1.5398
N -1.4605 0.1257 -1.4974
C -0.8069 -0.0003 -0.3329
C -1.5557 -0.1062 0.8733
C 0.6677 -0.0559 -0.3694
C 1.4102 0.0139 0.8286
C 2.8080 -0.0531 0.7926
C 3.4232 -0.1119 -0.4634
C 2.6210 -0.1536 -1.6195
N 1.2679 -0.1580 -1.5947
C 3.6695 -0.0537 2.0694
C 4.5935 -1.2761 2.0594
C 4.5162 1.2234 2.1095
C 2.8061 -0.1077 3.3338
H -5.7635 -0.0743 2.9102
H -5.5832 -0.9332 1.3741
H -5.5241 0.8496 1.4204
H -3.8802 1.0918 3.9741
H -2.2517 1.0732 3.2698
H -3.5428 2.0225 2.5007
H -3.6750 -2.2876 2.3702
H -2.3209 -1.4666 3.1783
H -3.9415 -1.4268 3.8996
H -4.6560 -0.1005 -0.5113
H -3.2499 0.1339 -2.5257
H -1.0140 -0.2055 1.8082
H 0.8770 0.1292 1.7729
H 4.5210 -0.1290 -0.5611
H 3.0910 -0.1764 -2.6159
H 5.2641 -1.2668 1.1971
H 5.2027 -1.2906 2.9689
H 4.0024 -2.1978 2.0301
H 3.8715 2.1094 2.1312
H 5.1368 1.2325 3.0119
H 5.1740 1.2966 1.2392
H 2.1668 0.7796 3.4181
H 2.1796 -1.0086 3.3453
H 3.4508 -0.1368 4.2204

Forces on atoms 1 to 2 (eV/Å):
C -1.1472 -1.6163 -0.6105
C 0.4892 1.3789 -0.6450

Calculated values
* <S²>: 16.0390
* multiplicity: 8
* frontier orbital gap (alpha / beta): 2.99 / 4.83 eV

Below is a gas-phase ion, C4H11N2 (charge +1) at a distorted geometry, with properties calculated with ωB97M-V/def2-TZVPD.

Element x y z (Å)
C -0.1799 -0.0275 -2.6333
N 0.2376 0.0081 -1.3890
C -0.6177 0.8256 -0.4464
C -0.9636 0.0766 0.7649
C 0.2958 0.0177 1.6593
N 1.3548 -0.8103 0.8780
H -1.1142 0.2372 -2.9027
H 0.5061 -0.5436 -3.3158
H -0.3305 1.8536 -0.2265
H -1.6237 0.8197 -0.9627
H -1.6223 0.6280 1.4630
H -1.4445 -0.9131 0.5241
H 0.6139 1.1120 1.8511
H 0.1045 -0.4925 2.5714
H 2.3068 -0.4891 1.2099
H 1.1893 -0.5196 -0.3017
H 1.2875 -1.7832 1.2564

Forces on atoms 1 to 2 (eV/Å):
C 4.9348 -2.2807 3.6881
N -0.6737 1.7902 -1.2863

Calculated values
* charge: +1
* ΔE to the lowest compared entry with this formula, charge and spin: 234.8 kJ/mol
* frontier orbital gap: 11.22 eV
* SMILES: C=NCCC[NH3+]

Below is a single C4H8O molecule, with properties calculated with ωB97M-V/def2-TZVPD.

Element x y z (Å)
C 1.2028 0.8702 -0.3622
C 0.0169 -0.0701 -0.2693
O -0.3391 -0.5322 -1.5533
C -1.1128 0.3236 0.6264
C -0.4600 -1.0225 0.8032
H 1.5586 1.2610 0.5956
H 0.8423 1.7215 -0.9537
H 2.0452 0.4363 -0.9118
H 0.1808 -1.3392 -1.6728
H -0.8557 1.0596 1.3856
H -2.1130 0.4109 0.2178
H 0.0613 -1.2728 1.7215
H -1.0274 -1.8463 0.3730

Forces on atoms 1 to 2 (eV/Å):
C 0.0458 -0.0464 0.0506
C -0.0091 0.2096 0.1850

Calculated values
* ΔE to the lowest compared entry with this formula, charge and spin: 111.3 kJ/mol
* frontier orbital gap: 11.00 eV
* SMILES: CC1(O)CC1

Below is a molecular structure, C12H29ClNNaO7 at a distorted geometry, with properties calculated with ωB97M-V/def2-TZVPD.

Element x y z (Å)
Na 0.1123 -0.1431 1.3688
Cl 0.6060 1.0359 5.0521
O 0.0779 2.3122 5.4403
O -0.1924 -0.0315 5.6051
O 0.5608 0.9474 3.5952
O 1.9776 0.8783 5.4603
C -0.4855 3.2657 -1.7481
C -0.8453 2.0349 -0.8979
C -2.2087 1.5016 -1.3541
C -2.2219 0.8281 -2.7203
C -1.2219 -0.3079 -2.6432
C 0.1800 0.1447 -2.2450
N 0.1380 0.9251 -1.0014
O 1.4264 1.2670 -0.5402
C 0.9995 -1.1186 -2.0142
C 0.8211 0.8815 -3.4469
C -1.0302 2.4020 0.5647
H 0.5853 3.4865 -1.7320
H -0.9627 4.1244 -1.2730
H -0.8003 3.2300 -2.7862
H -2.5603 0.7460 -0.6410
H -2.9586 2.2966 -1.3376
H -1.8705 1.5252 -3.4833
H -3.2152 0.4813 -2.9971
H -1.1412 -0.8409 -3.5956
H -1.5630 -1.0858 -1.9469
H 2.0661 -0.8770 -2.0084
H 0.7350 -1.6112 -1.0787
H 0.9133 -1.7962 -2.8649
H 0.0881 1.5456 -3.9052
H 1.6302 1.5388 -3.1295
H 1.0990 0.1740 -4.2227
H -1.6202 1.6423 1.0895
H -1.5590 3.3341 0.7432
H -0.0557 2.4282 1.0606
H 1.8514 1.7968 -1.2308
C -0.2212 -3.2679 3.1945
C -1.0730 -3.3129 1.9538
O -1.2991 -1.9624 1.5166
H -0.6802 -2.6827 3.9895
H 0.7685 -2.8727 2.9510
H -0.0172 -4.2671 3.5842
H -2.0367 -3.7923 2.1415
H -0.5626 -3.9023 1.1839
H -2.0429 -1.9729 0.9068
C 3.0404 -2.0004 0.6017
O 2.3463 -1.0678 1.3984
H 2.4303 -2.8614 0.3137
H 3.4176 -1.5485 -0.3162
H 3.9219 -2.3669 1.1346
H 2.6525 -1.0837 2.3100

Forces on atoms 1 to 2 (eV/Å):
Na 0.4753 0.2213 0.4965
Cl -0.0013 -0.2638 0.3965

Calculated values
* frontier orbital gap: 8.42 eV